No. 1
Here is a structure of composition C21H26BCdF5O7 from the OMol25 dataset. Energies are from ωB97M-V/def2-TZVPD.

Output
Spin multiplicity: 1
Total energy in Ha: -2033.14353
Net charge: +2
Molecular weight in Da: 608.65
Kohn-Sham gap in eV: 1.445
LUMO energy in eV: -11.991

The geometry in XYZ format:
```
61
Properties=species:S:1:pos:R:3:forces:R:3:mulliken_charge:R:1
C 0.157 -4.626 4.844 1.60 5.35 -3.98 -0.360
C 0.581 -3.492 4.296 -1.89 -4.93 1.63 -0.611
C 1.051 -2.211 3.406 -0.62 -2.17 2.07 0.472
O -0.081 -1.890 2.556 1.57 1.63 -0.08 -0.276
C 0.028 -0.513 2.034 -1.11 0.22 0.42 -0.036
C -0.877 0.405 2.984 0.36 0.93 0.90 -0.905
C -0.963 1.963 2.586 -0.57 -0.42 0.80 -0.410
O -2.173 2.092 1.738 0.87 2.60 -0.01 -0.103
C -2.390 3.457 1.361 0.22 0.80 -5.17 0.002
O -2.325 3.803 0.127 -0.38 -1.97 6.08 -0.450
C -0.392 -0.589 0.488 0.98 -0.57 -0.63 -0.006
O -0.343 0.707 -0.220 1.94 -0.75 0.33 -0.129
C 1.045 0.886 -0.672 0.94 -0.34 -0.05 0.212
O 1.309 2.232 -1.138 0.04 -1.73 -0.35 -0.351
C 2.067 2.242 -2.380 -0.13 0.06 -0.07 -0.394
C 3.625 1.840 -2.230 0.52 0.44 -1.11 0.347
C 4.291 2.229 -0.810 0.52 -1.32 -0.17 -1.266
O 3.901 0.439 -2.587 -0.34 1.41 1.92 -0.507
C -1.773 -1.345 0.169 -1.10 -1.15 -0.49 1.153
F -1.468 -2.772 0.122 -0.71 3.16 0.24 -0.290
F -2.815 -1.167 1.137 2.53 -0.30 -1.98 -0.291
C -2.412 -0.986 -1.273 -0.91 0.09 -3.63 -0.100
C -1.984 -1.797 -2.542 -2.21 2.32 -0.03 -0.501
C -2.607 -1.521 -3.958 -0.96 1.71 2.77 -0.537
C -3.718 -0.384 -4.163 0.90 0.01 4.08 -0.530
C -4.158 0.449 -2.880 2.46 -2.08 -0.25 -0.070
C -5.308 1.574 -3.064 -1.57 -0.87 0.23 0.731
F -5.380 2.486 -1.958 0.45 -2.34 -3.49 -0.206
F -5.222 2.226 -4.335 -0.12 -1.50 3.84 -0.217
F -6.565 0.838 -3.061 3.16 2.20 -0.10 -0.222
C -3.519 0.162 -1.450 0.13 -0.98 -2.81 0.065
B 2.362 -2.766 2.548 1.80 -0.18 0.59 0.509
C 2.253 -3.629 1.169 0.79 -0.28 -0.15 -0.831
O 3.675 -2.448 3.110 -2.47 0.27 -2.41 -0.578
H -0.364 -5.653 4.970 1.33 2.40 0.12 0.361
H 1.346 -1.378 4.148 -0.58 -1.09 -1.17 0.329
H 1.110 -0.108 2.084 -1.56 -0.76 -0.10 0.274
H -1.955 0.039 3.155 1.81 0.31 -0.63 0.284
H -0.378 0.374 4.041 -0.76 -0.05 -1.89 0.358
H -1.171 2.572 3.561 0.67 -0.97 -1.73 0.485
H -0.037 2.357 2.013 -1.50 -0.63 0.98 0.155
H -2.680 4.266 2.128 0.57 -1.63 -0.58 0.349
H 0.438 -1.224 -0.038 -1.72 0.51 1.03 0.217
H 1.326 0.102 -1.493 -0.84 1.30 1.12 0.340
H 1.806 0.688 0.195 -1.47 0.27 -1.00 -0.324
H 1.551 1.516 -3.109 1.09 1.14 0.84 0.330
H 2.026 3.316 -2.788 -0.10 -1.65 0.74 0.387
H 4.197 2.459 -3.036 -1.07 -1.21 1.28 0.385
H 3.822 1.677 0.088 0.66 1.32 -1.21 0.567
H 5.410 1.879 -0.844 -1.74 -0.01 -0.17 0.259
H 4.339 3.396 -0.629 -2.15 -1.79 -0.40 0.397
H 3.791 -0.127 -1.781 0.03 0.60 -1.01 0.335
H -1.209 -2.633 -2.415 -1.41 1.43 -0.28 0.405
H -2.318 -2.127 -4.896 -0.38 1.01 1.90 0.379
H -4.198 -0.210 -5.207 0.96 -0.26 2.15 0.388
H -3.896 0.783 -0.540 0.87 -1.25 -1.79 0.357
H 2.483 -2.930 0.265 -0.65 -1.21 1.28 0.206
H 3.117 -4.414 1.162 -1.46 1.38 0.04 0.307
H 1.275 -4.215 1.042 1.34 1.19 0.02 0.245
H 4.273 -2.323 2.330 -0.33 -0.69 1.16 0.306
Cd 6.023 4.022 -0.364 1.70 0.99 0.36 0.609
```
Positions in Å, forces in eV/Å.

---

No. 2
Here is the ion C21H26BClF3I2N4O4S with charge +1 from the OMol25 dataset. Energies are from ωB97M-V/def2-TZVPD.

Output
SMILES string: CC[C@H](I)[C@@]1(C(F)(F)F)[C@H](Cl)NC[C@](CCC(=O)Nc2ccccc2)(N=C=S)[N@+]1(CB(O)O)CC(=O)I
Spin multiplicity: 1
Total energy in Ha: -3113.74162
Net charge: +1
Molecular weight in Da: 787.60
Kohn-Sham gap in eV: 8.074
LUMO energy in eV: -3.284

The geometry in XYZ format:
```
63
Properties=species:S:1:pos:R:3:forces:R:3:mulliken_charge:R:1
C 4.034 -3.495 1.626 0.08 0.10 -0.12 -1.459
C 4.245 -2.387 0.549 0.68 -0.77 0.83 -0.292
C 3.018 -2.211 -0.377 0.83 -0.76 0.27 -3.097
I 3.436 -3.794 -1.893 -0.20 0.17 0.08 0.291
C 2.564 -0.762 -0.863 0.33 -2.04 -1.23 2.057
C 3.901 -0.048 -1.170 2.11 1.27 -1.81 -0.168
F 4.585 0.430 -0.117 -0.81 0.00 0.50 -0.159
F 4.765 -0.897 -1.764 -0.54 -0.60 0.56 -0.221
F 3.862 0.954 -2.059 -0.67 0.11 0.46 -0.219
C 1.742 -1.090 -2.205 -1.64 1.70 -0.56 -0.332
Cl 2.679 -1.093 -3.734 0.05 -0.61 0.48 -0.084
N 0.698 -0.119 -2.583 0.47 0.11 0.53 -0.231
C -0.175 0.404 -1.543 0.29 -1.60 -0.96 -2.253
C 0.765 1.028 -0.522 -1.11 2.74 -1.24 1.970
C 0.050 2.068 0.394 -1.76 -0.20 1.88 -1.167
C -1.363 2.576 -0.040 0.45 0.01 -0.27 -1.402
C -2.519 1.655 0.331 -0.65 -0.39 0.45 0.793
O -2.839 1.474 1.486 0.48 0.49 -0.92 -0.539
N -3.245 1.046 -0.779 0.31 0.17 0.55 -0.133
C -4.676 0.984 -0.531 1.62 0.02 -0.41 0.406
C -5.224 -0.038 0.193 0.04 -0.24 0.22 -0.343
C -6.579 -0.019 0.385 -0.90 -1.32 0.85 -0.613
C -7.374 0.970 -0.127 -0.56 0.29 -0.07 -0.615
C -6.786 1.960 -0.865 -0.52 1.31 -0.70 -0.470
C -5.435 1.980 -1.084 0.28 0.25 -0.10 -0.329
N 1.664 1.901 -1.279 0.29 -0.27 0.60 -0.587
C 1.312 2.765 -2.051 -0.22 -0.62 -0.17 0.436
S 0.791 3.766 -3.113 0.25 0.23 0.04 -0.324
N 1.598 -0.059 0.159 0.19 -0.34 1.19 1.615
C 0.705 -1.098 0.765 -0.90 -1.36 -0.33 -1.672
B -0.575 -0.781 1.646 -0.69 1.34 0.62 0.513
O -0.504 -0.133 2.878 0.37 -0.95 -0.12 -0.608
O -1.796 -1.190 1.224 0.77 -0.91 -0.12 -0.544
C 2.257 0.620 1.317 1.34 1.35 0.87 -0.995
C 3.138 -0.094 2.336 1.18 -0.62 0.71 -0.782
O 2.993 -1.150 2.866 -0.89 0.52 -0.63 -0.393
I 4.801 1.096 3.104 -0.60 -0.01 -0.35 0.079
H 4.271 -3.119 2.621 -0.14 -0.02 -0.08 0.352
H 3.013 -3.888 1.639 0.07 0.04 0.05 0.348
H 4.709 -4.332 1.447 -0.15 -0.03 -0.10 0.344
H 4.649 -1.515 1.062 -0.52 0.24 -0.27 0.276
H 5.103 -2.748 -0.013 -0.10 0.41 -0.33 0.853
H 2.228 -2.831 0.025 -0.41 0.81 0.21 1.209
H 1.194 -2.020 -2.044 0.95 -0.48 -0.09 0.445
H 0.210 -0.500 -3.381 -0.12 0.12 0.02 0.412
H -0.816 1.116 -2.060 0.12 0.38 0.51 0.667
H -0.851 -0.380 -1.169 0.14 0.27 0.55 0.200
H -0.184 1.768 1.428 0.30 -0.58 -0.26 0.431
H 0.624 2.976 0.574 0.58 -0.33 -0.49 0.574
H -1.509 3.481 0.557 -0.07 -0.10 0.02 0.652
H -1.408 2.893 -1.079 -0.04 -0.18 -0.02 0.278
H -2.902 0.087 -0.812 0.05 0.03 -0.19 0.366
H -4.609 -0.819 0.618 0.04 -0.01 -0.02 0.321
H -7.049 -0.816 0.953 0.09 0.02 0.02 0.353
H -8.443 1.010 0.025 0.01 -0.25 0.12 0.406
H -7.379 2.758 -1.296 -0.12 -0.09 0.06 0.356
H -4.946 2.746 -1.671 -0.09 0.04 -0.03 0.431
H 0.360 -1.799 0.003 0.10 0.34 -0.24 0.340
H 1.265 -1.747 1.450 0.44 0.47 -0.15 0.362
H -0.065 -0.684 3.540 0.19 0.42 0.20 0.383
H -2.314 -1.393 2.016 -0.53 0.52 -0.20 0.335
H 1.549 1.035 2.047 -0.62 -0.31 -0.62 0.988
H 2.787 1.503 0.963 0.09 -0.28 -0.25 1.191
```
Positions in Å, forces in eV/Å.

---

> The highest net charge belongs to which entry?

C21H26BCdF5O7